Computed, not measured: a structure of composition C33H66BFGaN2O17 at a distorted geometry, with ωB97M-V/def2-TZVPD.

```
! wB97M-V def2-TZVPD RIJCOSX def2/J DEFGRID3
* xyz -1 1
N 2.31370 -4.43200 6.80718
B 1.96971 -3.61853 5.56903
O 1.56673 -4.30712 4.30888
Ga 2.11036 -1.53109 5.65456
O 1.17015 -0.74793 7.10640
C -0.20156 -0.35745 6.74529
O -0.80545 0.61045 7.48933
C -1.11981 -1.01271 5.54926
C -2.13610 -2.25857 5.87044
C -3.02367 -2.84572 4.60104
C -2.88998 -2.24306 3.04704
C -1.84343 -0.99215 2.71324
C -1.00151 -0.40267 4.00155
C 4.13522 -1.01579 5.94028
O 4.35947 0.19726 6.45180
N 5.18065 -2.02648 5.51944
C 6.32932 -1.40346 4.75761
O 6.82337 -2.08778 3.69759
F 7.00476 -0.12770 5.08973
H 1.43958 -4.95024 7.04689
H 3.11544 -5.06920 6.59432
H 2.16438 -3.94496 3.57450
H 1.72301 -0.96805 4.21046
H -2.23501 -2.71687 6.96070
H -3.75628 -3.73361 4.84588
H -3.49549 -2.68559 2.14898
H -1.67706 -0.52915 1.64968
H -0.22148 0.48502 3.86546
H 4.75610 -2.72299 4.83702
C 0.12335 -1.86864 -3.79654
O 1.23671 -1.27933 -3.14898
C 0.98828 0.04029 -2.66874
C 1.46746 0.22015 -1.22265
O 0.76780 -0.53821 -0.22946
C 0.88978 -1.96340 -0.28778
C 2.29167 -2.53190 -0.02836
O 3.19955 -2.18011 -1.07088
C 4.43878 -1.66824 -0.59911
H 0.13151 -1.61699 -4.86119
H 0.20689 -2.95191 -3.69088
H -0.82954 -1.56428 -3.34528
H -0.07851 0.29805 -2.73012
H 1.54188 0.72921 -3.31250
H 1.30613 1.26906 -0.95581
H 2.54185 0.06220 -1.13801
H 0.47147 -2.34206 -1.21891
H 0.23250 -2.34484 0.50236
H 2.23012 -3.62627 -0.01979
H 2.64934 -2.20452 0.95323
H 4.31760 -1.07002 0.30798
H 4.84643 -1.01328 -1.37755
H 5.13465 -2.48877 -0.42903
C -1.92051 4.42581 -2.90273
O -2.84149 3.81659 -3.78978
C -2.46880 2.49862 -4.18702
C -3.64089 1.51574 -4.07167
O -4.10949 1.24887 -2.74492
C -4.70967 2.33542 -2.03171
C -6.02559 2.87591 -2.60791
O -5.82206 3.51213 -3.86833
C -6.74412 3.10229 -4.86937
H -1.14645 4.95272 -3.46848
H -2.46659 5.15029 -2.29565
H -1.45965 3.70136 -2.21932
H -1.62278 2.12249 -3.59456
H -2.15422 2.55193 -5.23282
H -3.29508 0.55212 -4.45807
H -4.46784 1.80658 -4.71818
H -3.98500 3.13278 -1.87537
H -4.92917 1.94220 -1.03219
H -6.41784 3.64111 -1.92813
H -6.76243 2.06867 -2.67147
H -7.01057 2.04613 -4.77491
H -6.26004 3.23742 -5.84329
H -7.63405 3.72900 -4.82827
C 1.52164 -7.28353 -4.19348
O 2.83744 -6.90916 -3.82643
C 2.88823 -5.82168 -2.90526
C 3.84166 -6.10755 -1.73804
O 3.45151 -7.16230 -0.85126
C 3.41491 -8.48893 -1.38806
C 4.76345 -9.07778 -1.82449
O 5.29459 -8.38687 -2.95382
C 6.66186 -8.02603 -2.81018
H 1.19321 -6.70127 -5.05949
H 1.53584 -8.34057 -4.46567
H 0.80923 -7.16370 -3.36742
H 1.89185 -5.58297 -2.50718
H 3.25307 -4.94897 -3.45366
H 3.87713 -5.20520 -1.12002
H 4.86221 -6.25918 -2.08720
H 2.67396 -8.55611 -2.18296
H 3.03064 -9.12048 -0.57854
H 4.60793 -10.11734 -2.13533
H 5.45988 -9.07684 -0.97974
H 6.90949 -7.75598 -1.78006
H 6.84140 -7.14533 -3.43728
H 7.29563 -8.84097 -3.15749
C -1.20869 10.13574 -0.58469
O -2.41790 9.71198 0.01902
C -3.12741 8.73648 -0.74173
C -3.58372 7.55755 0.12722
O -2.54322 6.73647 0.66969
C -1.66418 7.33979 1.62507
C -2.30220 7.76537 2.95458
O -3.21944 8.84266 2.77300
C -4.47036 8.64110 3.41710
H -1.39852 10.98080 -1.25304
H -0.53202 10.45992 0.20818
H -0.71172 9.32597 -1.13383
H -2.52137 8.35636 -1.57627
H -4.00942 9.22961 -1.15930
H -4.17554 6.89439 -0.51108
H -4.26291 7.88376 0.91378
H -1.11115 8.15845 1.16754
H -0.91350 6.57450 1.85450
H -1.51278 8.13226 3.62069
H -2.77530 6.90157 3.43274
H -4.77749 7.59195 3.39897
H -5.22390 9.21783 2.86876
H -4.42049 9.01000 4.44074
*
```

Calculated values
HOMO in Ha: -0.19125
Energy relative to the best compared isomer or geometry (same formula, charge and spin) in kJ/mol: 1066.2
F_max in Eh/bohr: 0.17284
Gap between HOMO and LUMO in Ha: 0.2614
Electronic energy in a.u.: -4734.49521

Löwdin atomic charge list, values in e, 4 entries:
1. N 0.033
2. B -0.528
3. O -0.063
4. Ga 0.450


Computed, not measured: the molecule C2H5NO2, with ωB97M-V/def2-TZVPD.

```
! wB97M-V def2-TZVPD RIJCOSX def2/J DEFGRID3
* xyz 0 1
N -1.01559 -0.26304 0.50279
C 0.47020 0.11780 0.56285
C 1.14949 0.33101 -0.59963
O -0.21082 -1.35543 0.88382
O -1.57442 -0.25281 -0.75394
H -0.85934 0.20325 -1.27789
H -1.74033 -0.03840 1.18449
H 0.68864 0.63269 1.48741
H 1.08532 -0.36057 -1.42831
H 2.00685 0.98550 -0.56158
*
```

Calculated values
HOMO in Ha: -0.29088
Energy relative to the best compared isomer or geometry (same formula, charge and spin) in kJ/mol: 649.1
F_max in Eh/bohr: 0.01345
Gap between HOMO and LUMO in Ha: 0.3195
Electronic energy in a.u.: -284.22014

Löwdin atomic charge list, values in e, 4 entries:
1. N -0.179
2. C -0.237
3. C -0.063
4. O -0.039


> Look up the electronic energy of the second one.

-284.22014 a.u.


> electronic energy of number 1 (C33H66BFGaN2O17)?

-4734.49521 a.u.


> Among the records above, which one has the highest F_max?

C33H66BFGaN2O17